Arrangement i

The following is a DFT calculation (wB97M-V/def2-TZVPD) of C3H5ClO in the gas phase.

Structure (ORCA input):
```
! wB97M-V def2-TZVPD RIJCOSX def2/J DEFGRID3
* xyz 0 1
C -0.8933 2.1647 0.1576
O -0.4354 1.0977 -0.4401
C -1.0104 0.0079 0.0211
C -0.4033 -1.1826 0.2006
Cl 1.3803 -1.1937 -0.0299
H -0.4647 2.4452 1.2004
H -0.7588 3.0938 -0.5900
H -1.9435 2.0191 0.2650
H -2.1455 0.1276 0.3280
H -0.8275 -2.1144 0.5504
*
```

Properties
SMILES: CO/C=C\Cl
lowest unoccupied orbital energy: 0.94 eV
Kohn-Sham gap: 9.998 eV
HOMO: -9.060 eV

=====

Arrangement ii

The following is a DFT calculation (wB97M-V/def2-TZVPD) of a 2-piece molecular cluster, C3H5ClO overall.

Structure (ORCA input):
```
! wB97M-V def2-TZVPD RIJCOSX def2/J DEFGRID3
* xyz 0 1
Cl -2.1261 0.8067 0.4329
C -0.9883 -0.4562 0.3675
C -0.0829 -1.3161 0.8010
C -0.4266 -1.4936 -0.6583
H 0.4165 -1.6133 1.6750
H 0.3169 -1.2633 -1.4415
H -1.1447 -2.2266 -1.1757
O 1.3437 2.3074 0.3184
H 1.8627 3.1901 0.1268
H 0.8288 2.0650 -0.4460
*
```

Properties
SMILES: ClC1=CC1.O
lowest unoccupied orbital energy: 0.73 eV
Kohn-Sham gap: 9.965 eV
HOMO: -9.234 eV

=====

Quick one: least stable of them? arrangement ii

=====

Arrangement i

The following is a DFT calculation (wB97M-V/def2-TZVPD) of C5H8NPS in the gas phase.

Structure (ORCA input):
```
! wB97M-V def2-TZVPD RIJCOSX def2/J DEFGRID3
* xyz 0 1
C -0.6203 1.5694 -0.0906
C -0.8102 0.2009 0.4279
C -2.0282 -0.3738 0.9957
C -1.8949 -1.6996 1.3029
S -0.3710 -2.3132 0.7962
C 0.0759 -0.7992 0.2792
N 1.4405 -0.6081 -0.6293
P 1.9204 -2.1395 -1.1006
H -1.0064 1.6959 -1.0665
H -1.0297 2.1932 0.6494
H 0.4408 1.8285 -0.1747
H -2.9753 0.2102 1.1170
H -2.7464 -2.3964 1.4596
H 2.1437 -0.2895 0.0578
H 2.2477 -1.8517 -2.5415
H 0.6146 -2.4960 -1.6088
*
```

Properties
SMILES: Cc1ccsc1NP
lowest unoccupied orbital energy: 0.84 eV
Kohn-Sham gap: 9.419 eV
HOMO: -8.577 eV

=====

Arrangement ii

The following is a DFT calculation (wB97M-V/def2-TZVPD) of a 2-piece molecular cluster, C5H8NPS overall.

Structure (ORCA input):
```
! wB97M-V def2-TZVPD RIJCOSX def2/J DEFGRID3
* xyz 0 1
C 1.8103 1.3051 1.7413
C 1.9164 0.0636 2.2546
C 0.2471 0.3440 0.6310
C -1.9131 -1.3628 -0.8584
C -1.2455 -0.0203 -0.9126
N 0.8673 1.4631 0.7176
P -0.3571 0.3788 -2.4955
S 0.5834 -0.9118 1.6954
H 2.3695 2.2141 1.8841
H 2.5772 -0.4370 2.9747
H -2.5628 -1.3744 -0.0395
H -2.3590 -1.3375 -1.7829
H -1.0463 -2.0439 -0.6555
H -1.8466 0.9718 -0.7126
H 0.4132 -0.7027 -2.4417
H 0.5461 1.4498 -2.0000
*
```

Properties
lowest unoccupied orbital energy: 0.69 eV
Kohn-Sham gap: 9.308 eV
HOMO: -8.620 eV

=====

Quick one: least stable of them? arrangement ii